1.
ORCA calculation (wB97M-V/def2-TZVPD) on C17H10N4O2PdS as an isolated structure.

Kohn-Sham gap: 6.68 eV
HOMO level: -8.5 eV
Net charge: 0
Relative energy (zero: lowest compared OMol25 entry of this formula, charge and spin): 0.00 kcal/mol
E_LUMO: -0.0655 hartree
Spin multiplicity: 1

Positions of all 35 atoms, in Å:
Pd  0.00258  -0.13025  -0.00418
O  1.13543  6.55759  0.03355
C  -0.00231  6.06967  -0.00783
O  -1.14088  6.55574  0.03381
C  -0.00110  4.50939  -0.00592
C  1.20278  3.81253  -0.00577
C  1.17643  2.43302  -0.00513
N  0.00107  1.79382  -0.00468
C  -1.17528  2.43119  -0.00494
C  -1.20386  3.81064  -0.00558
C  -2.32792  1.49626  -0.00462
C  -3.64694  1.90016  -0.00454
C  -4.64473  0.93527  -0.00418
C  -4.29934  -0.40396  -0.00380
C  -2.95772  -0.74724  -0.00396
N  -2.00282  0.17987  -0.00431
C  2.33061  1.49996  -0.00478
C  3.64894  1.90612  -0.00481
C  4.64843  0.94296  -0.00417
C  4.30532  -0.39685  -0.00343
C  2.96432  -0.74238  -0.00344
N  2.00780  0.18300  -0.00412
H  2.11466  4.39609  -0.00632
H  -2.11676  4.39261  -0.00606
H  -3.88535  2.95404  -0.00478
H  -5.68482  1.23207  -0.00415
H  -5.04865  -1.18188  -0.00348
H  -2.61838  -1.77399  -0.00372
H  3.88550  2.96040  -0.00529
H  5.68800  1.24154  -0.00416
H  5.05594  -1.17350  -0.00287
H  2.62676  -1.76974  -0.00290
S  0.00176  -4.89375  0.02482
C  0.00324  -3.28452  0.01502
N  0.00429  -2.11161  0.00788

=====

2.
ORCA calculation (wB97M-V/def2-TZVPD) on C24H63IO19S6Si as an isolated structure.

Kohn-Sham gap: 9.42 eV
HOMO level: -8.9 eV
Net charge: 0
E_LUMO: 0.0193 hartree
Spin multiplicity: 1

Positions of all 114 atoms, in Å:
C  2.42515  1.22412  1.06669
C  2.30679  -0.29491  1.06920
C  0.87587  -0.79719  0.96650
O  0.00365  0.01408  1.77175
Si  -1.60507  -0.32266  1.69044
C  -2.60463  1.26067  1.56963
I  -2.22251  2.28401  -0.26624
C  -4.09897  1.01120  1.79253
C  -4.68392  -0.15175  0.98988
H  2.01303  1.66286  0.15722
H  3.47743  1.48703  1.09758
H  1.93102  1.66322  1.92980
H  2.85491  -0.69342  0.21299
H  2.76298  -0.68725  1.97876
H  0.53186  -0.77516  -0.07136
H  0.82264  -1.83303  1.31266
H  -1.91080  -1.21858  0.55792
H  -2.03775  -1.00142  2.93864
H  -2.24865  1.92506  2.35772
H  -4.19355  0.77965  2.85870
H  -4.66789  1.92579  1.62693
H  -4.22156  -0.24863  0.00826
H  -5.74388  0.02892  0.80435
H  -4.63845  -1.09642  1.52858
O  -4.11338  -2.62242  -1.98145
S  -5.16396  -3.55179  -1.69172
O  -5.78779  -3.52704  -0.40331
O  -4.63187  -5.02091  -1.98713
C  -3.39370  -5.41731  -1.35368
C  -3.55048  -5.71754  0.12249
C  -6.39776  -3.48499  -2.93515
H  -2.64176  -4.64676  -1.52972
H  -3.08790  -6.30952  -1.89595
H  -3.80313  -4.82218  0.68747
H  -2.61485  -6.11857  0.51319
H  -4.34354  -6.44768  0.28246
H  -5.91810  -3.52757  -3.90877
H  -6.92279  -2.54444  -2.80905
H  -7.08417  -4.31439  -2.79572
O  4.79593  1.16989  -0.88770
S  4.88359  0.61761  -2.20531
O  5.05643  -0.79229  -2.36604
O  5.99960  1.39449  -3.01597
C  7.32209  1.48767  -2.42142
C  8.10233  0.19467  -2.50812
C  3.50411  1.14203  -3.16068
H  7.23059  1.83230  -1.39199
H  7.82144  2.27117  -2.98656
H  7.64765  -0.58689  -1.90176
H  9.11584  0.36700  -2.14882
H  8.13933  -0.16258  -3.53758
H  3.38600  2.21581  -3.04900
H  2.63529  0.61818  -2.76741
H  3.67460  0.86680  -4.19762
O  -9.10835  -2.35156  -3.57967
S  -10.49585  -2.02651  -3.41080
O  -11.47725  -3.04644  -3.60801
O  -10.83220  -0.77680  -4.32643
C  -10.48605  -0.85964  -5.72958
C  -11.42476  -1.74653  -6.52003
C  -10.75231  -1.25236  -1.85832
H  -9.44928  -1.18569  -5.82149
H  -10.54244  0.16841  -6.08008
H  -11.34114  -2.78862  -6.21725
H  -11.18354  -1.67598  -7.58082
H  -12.45899  -1.43750  -6.37052
H  -10.01376  -0.46684  -1.72705
H  -10.63004  -2.02342  -1.10070
H  -11.76515  -0.85590  -1.82850
O  9.92937  2.59700  -0.90170
S  10.87583  3.65041  -1.11993
O  12.18581  3.33052  -1.59055
O  10.97007  4.52603  0.19364
C  11.24798  3.84116  1.44350
C  12.69048  3.40911  1.57966
C  10.17272  4.88281  -2.15832
H  10.56203  2.99948  1.54602
H  10.99152  4.56848  2.21037
H  12.94650  2.63940  0.85291
H  12.86545  3.00775  2.57736
H  13.36186  4.25213  1.41980
H  9.18424  5.13611  -1.78596
H  10.11066  4.45267  -3.15559
H  10.82861  5.74861  -2.16125
O  14.79624  3.98221  4.46925
S  15.50472  2.98677  5.21554
O  15.06916  1.62665  5.17630
O  15.61965  3.46937  6.72220
C  14.39364  3.82584  7.40605
C  13.56748  2.62206  7.80715
C  17.21708  3.05813  4.82695
H  13.82604  4.51560  6.78015
H  14.72690  4.37315  8.28488
H  13.18144  2.09322  6.93770
H  12.72285  2.94786  8.41444
H  14.16877  1.92008  8.38412
H  17.54731  4.09130  4.87857
H  17.32204  2.67060  3.81616
H  17.75930  2.43272  5.53040
O  -14.18930  -0.79813  -0.77426
S  -15.48543  -1.33578  -0.48754
O  -16.29076  -0.72474  0.52126
O  -15.33511  -2.88523  -0.18956
C  -14.38038  -3.28638  0.82259
C  -14.86280  -3.01698  2.23210
C  -16.41593  -1.48363  -1.97021
H  -13.42536  -2.79889  0.62247
H  -14.24845  -4.35320  0.65769
H  -14.94829  -1.94999  2.42940
H  -14.15640  -3.44303  2.94470
H  -15.84265  -3.46551  2.39322
H  -15.80165  -1.96812  -2.72374
H  -16.67610  -0.47283  -2.27605
H  -17.31328  -2.05839  -1.75974

=====

DFT total energy across the listed records, respectively: -42162.8368, -145800.6212 eV.